The following is a DFT calculation (ωB97M-V/def2-TZVPD) of a structure of composition H2N2O3S2 at a distorted geometry.

Each line ends with the Löwdin charge.
Geometry (Å):
N  -1.122  0.597  2.120  -0.48
N  -0.475  -0.719  0.072  -0.28
O  0.470  1.865  0.560  -0.12
O  0.580  2.211  2.936  -0.27
O  1.205  -0.005  1.915  -0.31
S  0.419  1.174  1.946  0.43
S  -1.351  -0.689  1.335  0.93
H  -0.451  -1.667  -0.325  0.02
H  -0.088  2.595  0.767  0.07

Results
HOMO energy (alpha / beta) ... -10.79 / -10.79 eV
Calculated total energy ... -1132.71724 Ha
Kohn-Sham gap (alpha / beta) ... 9.3 / 9.3 eV
Relative energy (zero: lowest compared OMol25 entry of this formula, charge and spin) ... 5.7 kcal per mole

The following is a DFT calculation (ωB97M-V/def2-TZVPD) of a cluster of 2 separate species, C5H9N in total at a distorted geometry.

Each line ends with the Löwdin charge.
Geometry (Å):
C  0.877  -0.262  -1.961  -0.11
C  0.813  0.480  -0.629  -0.25
C  0.163  -0.354  0.485  -0.21
C  -0.923  0.867  2.770  0.15
C  -1.216  -0.740  0.162  -0.26
N  -2.302  -1.028  -0.111  0.15
H  1.448  -1.193  -1.869  0.08
H  -0.126  -0.515  -2.321  0.07
H  1.363  0.354  -2.724  0.07
H  1.821  0.749  -0.295  0.11
H  0.254  1.415  -0.744  0.12
H  0.739  -1.268  0.674  0.13
H  0.192  0.222  1.441  0.02
H  -1.668  1.361  2.107  -0.04
H  -1.435  -0.090  3.015  -0.04

Results
HOMO energy (alpha / beta) ... -9.65 / -9.74 eV
Calculated total energy ... -250.48841 Ha
Kohn-Sham gap (alpha / beta) ... 8.5 / 8.6 eV
Relative energy (zero: lowest compared OMol25 entry of this formula, charge and spin) ... 112.0 kcal per mole

The following is a DFT calculation (ωB97M-V/def2-TZVPD) of a cluster of 4 separate species, C30H62BF2N12O6 in total at a distorted geometry.

Each line ends with the Löwdin charge.
Geometry (Å):
C  4.396  -0.765  1.468  -0.04
C  3.785  -0.330  0.137  -0.21
O  2.756  0.650  0.235  -0.11
C  1.622  0.338  0.994  -0.26
N  1.166  -1.029  0.708  0.09
F  1.118  -1.792  1.887  0.01
C  -0.044  -1.252  0.041  -0.23
N  -0.250  -2.453  -0.441  0.03
C  -1.527  -2.806  -1.089  -0.11
C  -2.695  -2.930  -0.097  -0.14
C  -3.797  -3.895  -0.598  -0.26
N  -5.114  -3.312  -0.845  0.00
C  0.782  -3.501  -0.352  -0.06
C  1.761  -3.418  -1.512  -0.34
C  3.013  -4.223  -1.293  -0.03
F  1.066  -3.943  -2.636  -0.04
N  -0.935  -0.251  -0.069  0.19
C  -0.367  1.130  -0.405  -0.27
C  -1.552  2.101  -0.542  -0.09
C  -2.894  1.632  0.049  -0.17
C  -3.746  0.810  -0.945  -0.20
C  -4.887  1.592  -1.588  -0.27
N  -5.990  0.673  -1.899  0.00
C  0.393  0.920  -1.758  -0.04
C  0.530  2.080  -2.719  -0.22
C  -0.466  2.331  -3.656  -0.06
C  -0.352  3.369  -4.564  -0.07
C  0.781  4.162  -4.566  -0.08
C  1.796  3.902  -3.660  -0.06
C  1.672  2.867  -2.750  -0.04
C  0.549  1.447  0.807  -0.18
C  1.271  2.800  0.687  -0.12
C  2.122  3.192  1.909  -0.15
C  3.207  4.225  1.525  -0.15
C  4.627  3.656  1.481  -0.26
O  5.572  4.680  1.781  -0.06
B  -0.342  1.524  2.152  -0.56
N  -0.501  0.365  3.047  0.18
O  -0.948  2.720  2.417  0.18
H  4.766  -1.787  1.377  0.08
H  3.694  -0.739  2.298  0.06
H  5.256  -0.144  1.717  0.08
H  4.554  0.152  -0.465  0.13
H  3.450  -1.194  -0.441  0.09
H  1.896  0.310  2.051  0.13
H  -1.357  -3.729  -1.635  0.12
H  -1.732  -2.031  -1.834  0.13
H  -2.280  -3.262  0.856  0.12
H  -3.141  -1.945  0.044  0.08
H  -3.939  -4.666  0.157  0.11
H  -3.471  -4.372  -1.524  0.11
H  -5.481  -2.923  0.018  0.07
H  -5.034  -2.518  -1.472  0.05
H  0.265  -4.457  -0.437  0.15
H  1.280  -3.492  0.610  0.12
H  1.963  -2.380  -1.785  0.14
H  2.760  -5.283  -1.244  0.10
H  3.680  -4.116  -2.142  0.06
H  3.510  -3.911  -0.374  0.09
H  -1.655  -0.474  -0.748  0.09
H  -1.733  2.310  -1.595  0.10
H  -1.299  3.064  -0.104  0.12
H  -2.758  1.072  0.976  0.10
H  -3.464  2.524  0.311  0.10
H  -4.215  -0.028  -0.423  0.09
H  -3.090  0.415  -1.736  0.10
H  -5.261  2.334  -0.886  0.08
H  -4.538  2.107  -2.492  0.11
H  -6.767  1.159  -2.324  0.07
H  -5.683  -0.053  -2.534  0.06
H  -0.151  0.138  -2.301  0.13
H  1.389  0.519  -1.564  0.12
H  -1.352  1.706  -3.680  0.11
H  -1.135  3.556  -5.286  0.11
H  0.891  4.966  -5.280  0.11
H  2.700  4.498  -3.666  0.11
H  2.499  2.669  -2.081  0.11
H  0.543  3.597  0.534  0.13
H  1.931  2.804  -0.172  0.09
H  1.491  3.646  2.671  0.11
H  2.637  2.317  2.311  0.10
H  3.229  5.022  2.270  0.12
H  2.953  4.702  0.577  0.12
H  4.709  2.845  2.208  0.11
H  4.854  3.277  0.481  0.12
H  6.125  4.401  2.513  0.08
H  -0.506  0.640  4.026  0.07
H  -1.377  -0.121  2.886  0.08
H  -1.348  2.723  3.294  0.12
C  -5.848  3.189  2.367  -0.66
O  -5.909  3.078  1.154  0.03
N  -6.961  3.215  3.152  0.16
N  -4.654  3.306  3.034  0.16
H  -6.937  3.315  4.149  0.10
H  -7.848  3.138  2.691  0.11
H  -3.816  3.319  2.482  0.08
H  -4.594  3.419  4.028  0.09
C  1.240  -1.433  6.762  -0.68
O  1.741  -1.722  7.826  0.05
N  -0.110  -1.532  6.529  0.15
N  1.978  -0.981  5.695  0.15
H  -0.537  -1.303  5.653  0.07
H  -0.684  -1.861  7.283  0.10
H  2.968  -0.899  5.830  0.10
H  1.581  -0.738  4.806  0.06
C  3.998  -5.878  -4.656  -0.66
O  4.420  -5.405  -3.609  0.01
N  4.760  -6.688  -5.443  0.16
N  2.732  -5.629  -5.105  0.16
H  4.437  -7.089  -6.302  0.10
H  5.693  -6.884  -5.132  0.11
H  2.145  -5.044  -4.538  0.08
H  2.369  -6.007  -5.959  0.10

Results
Charge ... +1
HOMO energy ... -11.28 eV
Calculated total energy ... -2513.31336 Ha
Kohn-Sham gap ... 8.2 eV

The following is a DFT calculation (ωB97M-V/def2-TZVPD) of a structure of composition C5H17N2OTc at a distorted geometry.

Each line ends with the Löwdin charge.
Geometry (Å):
C  0.668  1.083  -2.352  -0.28
Tc  -0.442  0.234  -0.854  1.10
N  -0.500  -1.010  0.938  -0.09
H  0.953  -0.583  -0.639  0.03
H  0.377  -1.171  1.441  0.05
H  -1.913  -0.554  -1.183  -0.04
H  0.870  0.397  -3.190  0.01
H  1.324  1.080  -1.543  -0.09
H  0.290  2.032  -2.755  0.01
H  -1.129  -0.664  1.667  0.07
H  -0.837  -1.952  0.733  0.07
C  1.626  3.197  3.061  -0.02
N  1.195  2.307  1.985  -0.11
C  2.042  1.113  1.788  0.00
C  0.120  2.594  1.260  -0.38
C  -0.633  3.890  1.407  0.04
O  -0.266  1.726  0.389  -0.25
H  2.498  2.747  3.524  0.09
H  0.851  3.317  3.831  0.11
H  1.907  4.192  2.684  0.11
H  1.816  0.386  2.591  0.11
H  1.903  0.660  0.796  0.05
H  3.083  1.450  1.908  0.11
H  -0.631  4.462  0.466  0.11
H  -1.686  3.720  1.671  0.11
H  -0.236  4.572  2.170  0.08

Results
Charge ... +1
Multiplicity ... 4
HOMO energy (alpha / beta) ... -11.65 / -12.66 eV
Calculated total energy ... -465.87477 Ha
Kohn-Sham gap (alpha / beta) ... 7.7 / 8.8 eV
Relative energy (zero: lowest compared OMol25 entry of this formula, charge and spin) ... 0.0 kcal per mole

The following is a DFT calculation (ωB97M-V/def2-TZVPD) of a structure of composition C2H16B3BeCl4 at a distorted geometry.

Each line ends with the Löwdin charge.
Geometry (Å):
Be  -0.012  0.103  0.102  0.83
B  1.299  -3.006  -2.515  -0.30
H  0.680  -2.790  -3.372  -0.04
H  1.990  -3.787  -2.794  -0.07
H  1.810  -2.086  -2.278  -0.07
H  0.629  -3.402  -1.768  -0.05
B  -3.710  -1.731  -1.288  -0.33
H  -3.558  -2.780  -1.085  -0.07
H  -3.587  -1.133  -0.398  -0.09
H  -3.014  -1.409  -2.047  -0.06
H  -4.699  -1.622  -1.704  -0.06
B  0.883  3.277  2.233  -0.37
H  -0.004  3.518  1.669  -0.08
H  0.808  2.313  2.714  -0.08
H  1.630  3.132  1.468  -0.10
H  1.142  4.030  2.960  -0.07
C  -0.511  -4.197  5.835  -1.00
Cl  -2.263  -3.987  5.905  0.49
Cl  0.102  -3.324  4.390  0.47
H  -0.208  -3.599  6.695  0.01
H  -0.138  -5.221  5.855  0.04
C  2.253  5.526  -4.216  -1.01
Cl  1.756  3.984  -3.486  0.50
Cl  1.345  6.907  -3.512  0.46
H  3.307  5.764  -4.072  0.02
H  2.070  5.523  -5.291  0.02

Results
Charge ... -1
HOMO energy ... -6.48 eV
Calculated total energy ... -2015.23833 Ha
Kohn-Sham gap ... 3.0 eV
Relative energy (zero: lowest compared OMol25 entry of this formula, charge and spin) ... 285.5 kcal per mole

The following is a DFT calculation (ωB97M-V/def2-TZVPD) of a structure of composition C30H34BClO2 at a distorted geometry.

Each line ends with the Löwdin charge.
Geometry (Å):
Cl  6.149  0.734  3.540  0.68
C  4.447  0.720  3.414  -0.71
C  3.743  1.918  3.183  -0.09
C  2.353  1.887  3.034  -0.02
C  1.616  0.683  3.108  -0.18
C  0.187  0.666  2.819  -0.43
C  -0.640  -0.562  3.275  -0.11
C  -2.092  0.011  3.626  -0.17
C  -1.900  1.496  3.546  -0.05
C  -0.561  1.847  3.230  -0.03
C  2.340  -0.492  3.445  -0.01
C  3.732  -0.471  3.586  -0.10
H  4.305  2.844  3.072  0.10
H  1.845  2.843  2.864  0.11
H  -0.611  -1.384  2.539  0.11
H  -0.298  -0.946  4.270  0.12
H  -2.762  -0.313  2.826  0.09
H  -2.505  -0.379  4.582  0.11
H  -2.666  2.190  3.843  0.09
H  -0.201  2.852  3.258  0.10
H  1.811  -1.433  3.621  0.11
H  4.283  -1.398  3.793  0.11
C  1.316  -2.913  -0.969  -0.01
C  0.307  -2.408  -2.002  -0.44
C  0.759  -2.841  -3.371  -0.01
C  -1.158  -2.771  -1.611  -0.45
C  -2.089  -2.696  -2.845  0.00
C  -1.372  -4.080  -0.922  -0.01
O  -1.490  -1.675  -0.632  0.10
B  -1.033  -0.714  -1.593  -0.74
C  -1.752  0.485  -1.992  -0.10
C  -1.329  1.018  -3.224  -0.02
C  -2.168  1.850  -3.953  -0.06
C  -3.440  2.181  -3.402  -0.07
C  -3.849  1.672  -2.151  -0.08
C  -3.006  0.818  -1.439  -0.01
C  0.152  0.612  1.167  -0.07
C  0.686  1.503  0.189  -0.24
C  0.111  2.834  0.169  -0.04
C  0.838  3.887  -0.332  -0.10
C  2.092  3.673  -0.941  -0.09
C  2.565  2.355  -1.123  -0.09
C  1.885  1.269  -0.596  -0.02
O  0.324  -0.915  -1.945  0.09
H  1.407  -4.015  -1.035  0.10
H  2.302  -2.473  -1.185  0.10
H  1.027  -2.626  0.055  0.08
H  0.742  -3.940  -3.449  0.10
H  0.126  -2.419  -4.156  0.09
H  1.784  -2.500  -3.549  0.10
H  -1.916  -3.554  -3.518  0.10
H  -3.134  -2.749  -2.511  0.11
H  -1.995  -1.757  -3.418  0.10
H  -1.037  -4.881  -1.603  0.10
H  -0.814  -4.127  0.021  0.09
H  -2.443  -4.219  -0.721  0.10
H  -0.335  0.766  -3.612  0.13
H  -1.860  2.214  -4.950  0.11
H  -4.125  2.796  -3.991  0.10
H  -4.853  1.915  -1.738  0.11
H  -3.307  0.416  -0.472  0.12
H  -1.147  0.509  1.037  0.19
H  0.507  -0.620  0.966  0.17
H  -0.874  2.984  0.590  0.11
H  0.530  4.915  -0.124  0.10
H  2.752  4.505  -1.218  0.10
H  3.563  2.172  -1.576  0.11
H  2.174  0.234  -0.797  0.10

Results
HOMO energy ... -8.06 eV
Calculated total energy ... -1799.06849 Ha
Kohn-Sham gap ... 8.6 eV